(1)
{"formula": "C6H15NO", "method": "ωB97M-V/def2-TZVPD", "de_lowest_ev": 2.000, "smiles": "CC/C=C/NCC.O", "orbital_gap_ev": 8.36, "species": ["C", "C", "C", "C", "N", "C", "C", "H", "H", "H", "H", "H", "H", "H", "H", "H", "H", "H", "H", "H", "H", "H", "O"], "positions_angstrom": [[2.473, 2.087, -2.079], [2.926, 1.494, -0.748], [2.083, 0.331, -0.308], [0.951, 0.479, 0.390], [-0.102, -0.441, 0.385], [-1.439, 0.088, 0.638], [-1.645, 0.267, 2.143], [3.104, 2.911, -2.425], [1.471, 2.463, -1.922], [2.609, 1.322, -2.845], [3.949, 1.122, -0.892], [3.051, 2.209, 0.070], [2.346, -0.664, -0.661], [0.682, 1.426, 0.851], [-0.020, -1.135, -0.337], [-2.161, -0.554, 0.144], [-1.492, 1.072, 0.153], [-0.751, 0.761, 2.504], [-2.522, 0.877, 2.359], [-1.735, -0.710, 2.608], [-5.402, -5.235, 0.046], [-3.879, -5.033, -0.403], [-4.495, -5.139, 0.329]], "forces_ev_per_angstrom": [[0.6258, 0.1837, 0.4441], [1.4773, -0.6359, 0.4964], [-0.2734, 0.2107, 0.3916], [-0.5298, -0.1899, -1.1632], [0.3832, -0.2461, 0.7232], [0.6972, 0.4789, 0.0034], [-0.1991, -0.2720, -0.7544], [0.0218, 0.1021, 0.3263], [-0.4187, -0.1300, -0.6392], [-0.7450, -0.0199, -0.0613], [-0.0008, 0.0371, 0.0179], [-0.4271, 0.3072, -0.1996], [-0.1583, 0.0961, -0.3241], [0.1450, 0.0869, -0.0680], [-0.1215, 0.0279, -0.0669], [-0.1782, -0.1344, 0.1903], [-0.3154, -0.0101, -0.0175], [0.0237, 0.1194, 0.3987], [-0.0138, -0.0170, 0.0817], [0.0070, 0.0042, 0.2223], [-0.0232, 0.0215, -0.6169], [-0.5987, -0.0736, -0.1893], [0.6224, 0.0532, 0.8045]], "lowdin_charge": [-0.113, -0.295, -0.137, -0.166, -0.067, -0.277, -0.090, 0.066, 0.065, 0.073, 0.095, 0.103, 0.100, 0.119, 0.114, 0.108, 0.103, 0.059, 0.069, 0.071, 0.025, 0.033, -0.058]}

(2)
{"formula": "C3H8N4O", "method": "ωB97M-V/def2-TZVPD", "de_lowest_ev": 6.979, "orbital_gap_ev": 7.51, "species": ["C", "C", "C", "H", "H", "H", "H", "H", "H", "H", "H", "N", "N", "N", "N", "O"], "positions_angstrom": [[-0.443, -0.740, -0.160], [1.711, -0.466, 0.143], [1.175, 0.849, -0.548], [-3.628, -0.519, 0.074], [-2.175, 0.628, -0.026], [0.998, -2.231, 0.398], [1.986, -0.131, 1.222], [2.715, -0.705, -0.154], [1.449, 1.714, 0.033], [1.376, 0.741, -1.630], [-0.424, 1.639, 1.357], [-2.692, -0.243, -0.281], [-1.678, -1.250, -0.068], [0.782, -1.421, -0.145], [-0.208, 0.644, -0.404], [-0.944, 1.491, 0.190]], "forces_ev_per_angstrom": [[-4.9037, -1.3149, 0.6105], [3.7658, 4.5840, 1.4159], [1.2125, -2.0459, -0.2928], [1.5704, 0.3893, -0.0437], [-2.8554, -0.6400, 0.0645], [-1.2402, -0.8088, 0.0919], [-1.3522, -0.9420, -0.6802], [0.4446, -0.2986, -0.8996], [0.5063, 0.6223, -0.5405], [0.6074, 1.0337, 0.4899], [-2.3604, -0.2884, -3.6721], [1.3734, -0.9346, -0.0510], [2.4252, 1.5259, -0.1412], [-1.2660, -0.7728, -0.2606], [0.8248, -4.3644, -2.7969], [1.2475, 4.2552, 6.7061]], "lowdin_charge": [-0.325, -0.254, -0.101, 0.081, 0.011, 0.138, 0.132, 0.104, 0.114, 0.136, 0.271, -0.031, 0.024, 0.048, -0.273, -0.075]}

(3)
{"formula": "C7H6S", "method": "ωB97M-V/def2-TZVPD", "de_lowest_ev": 3.306, "smiles": "C1=C[C@H]2SC=CC2=C1", "orbital_gap_ev": 7.34, "species": ["C", "C", "C", "C", "C", "C", "C", "H", "H", "H", "H", "H", "H", "S"], "positions_angstrom": [[-0.768, -0.507, -2.095], [0.491, -0.661, -1.457], [0.461, -0.190, -0.300], [1.381, 0.340, 0.528], [0.719, 0.606, 1.755], [-0.559, 0.387, 1.586], [-0.951, -0.244, 0.374], [-1.078, -0.870, -3.096], [1.406, -0.885, -1.960], [2.348, 0.901, 0.305], [1.047, 1.240, 2.594], [-1.192, 0.626, 2.345], [-1.384, -1.206, 0.523], [-1.921, 0.464, -1.102]], "forces_ev_per_angstrom": [[1.4233, -0.2200, 0.0044], [-2.8442, -2.2837, -11.4238], [-0.3133, 1.9504, 9.1583], [2.0749, 1.5038, -0.3168], [0.9368, 2.1878, 0.7805], [-1.9180, 0.2492, 1.5034], [2.2015, 0.9266, -1.7452], [0.3475, 0.4239, 0.8163], [0.1682, -0.5631, -0.5508], [-1.1211, -1.6948, -0.0542], [0.3060, -0.8458, -0.3686], [-2.1138, 0.4934, 2.0018], [-0.1815, -0.8451, 0.0071], [1.0339, -1.2825, 0.1876]], "lowdin_charge": [-0.333, -0.169, -0.395, -0.010, -0.085, -0.155, -0.400, 0.066, 0.124, 0.144, 0.124, 0.078, 0.116, 0.896]}

(4)
{"formula": "C4H7ClN3O5S", "method": "ωB97M-V/def2-TZVPD", "de_lowest_ev": 0.423, "smiles": "COC1=NN(NC(C)=O)S(=O)([O-])(Cl)O1", "orbital_gap_ev": 8.08, "total_charge": -1, "species": ["C", "C", "C", "C", "N", "N", "N", "O", "O", "O", "O", "O", "S", "Cl", "H", "H", "H", "H", "H", "H", "H"], "positions_angstrom": [[1.410, -2.142, -1.162], [-1.190, 0.489, 1.325], [1.698, -2.473, -2.694], [-2.645, 1.661, 2.772], [-0.922, -0.562, 0.640], [0.513, -1.093, -1.071], [0.325, -0.546, 0.111], [1.827, -2.701, -0.184], [-0.360, 1.463, 1.410], [0.462, 1.460, -1.382], [2.241, 1.373, 0.373], [-2.451, 0.611, 1.804], [0.860, 1.293, 0.018], [0.778, 3.639, 0.221], [2.282, -1.722, -3.313], [0.774, -2.468, -3.207], [2.060, -3.451, -2.738], [-2.249, 2.566, 2.378], [-2.019, 1.496, 3.668], [-3.703, 1.712, 2.915], [0.308, -0.605, -1.887]], "forces_ev_per_angstrom": [[-0.3107, 1.0471, -1.3083], [-0.9721, -2.1801, -1.1824], [0.2108, 1.9641, 1.0915], [1.3691, -0.7395, -0.2860], [-1.6577, -0.4568, -0.0250], [0.7243, -2.7360, -0.3850], [1.5393, 3.0924, 3.1289], [0.5682, -0.7376, -0.4625], [1.4437, 1.1287, -0.0614], [-0.1700, -0.0360, 0.7743], [0.0191, -1.1938, 0.7168], [0.2702, 0.3418, 0.5518], [-0.2499, 0.4636, -2.1772], [-0.3690, 0.4584, 0.3367], [-0.1224, -0.8441, 1.3648], [-1.3806, -0.1301, -0.4020], [1.0199, -1.3732, -0.2107], [-0.0383, 0.9995, -0.4966], [-0.7149, -0.3242, -0.0197], [-0.4506, 0.0224, 0.4554], [-0.7285, 1.2335, -1.4033]], "lowdin_charge": [-0.461, -0.584, 0.005, -0.047, 0.115, -0.003, -0.200, 0.067, -0.163, -0.423, -0.380, -0.040, 0.558, 0.022, 0.100, 0.043, 0.041, 0.073, 0.101, 0.081, 0.096]}